An isolated molecule of C5H9NO. Source: the OMol25 dataset; level of theory: ωB97M-V with the def2-TZVPD basis set.

XYZ file:
```
16
Properties=species:S:1:pos:R:3:forces:R:3
N 2.63479 0.61200 -0.03855 -0.370 0.024 0.055
C 1.39962 0.35842 0.06418 0.260 -0.079 0.048
C 0.84312 -1.02403 -0.18767 0.009 -0.006 -0.047
C -0.56091 -1.18186 0.39334 0.013 -0.023 0.020
C -1.45571 -0.09350 -0.19648 -0.012 -0.043 -0.022
C -0.81891 1.29955 -0.01503 -0.289 0.076 -0.129
O 0.51284 1.29802 0.50498 0.152 -0.062 -0.020
H 2.79741 1.60047 0.16279 0.018 -0.094 0.004
H 0.81574 -1.18862 -1.27199 -0.014 0.007 0.099
H 1.55787 -1.74571 0.21967 -0.126 0.132 -0.065
H -0.53346 -1.09844 1.48697 0.037 -0.002 -0.159
H -0.95779 -2.17442 0.15279 0.048 0.170 0.064
H -1.59683 -0.29163 -1.26708 0.047 0.008 0.183
H -2.45142 -0.11025 0.26167 0.191 0.020 -0.068
H -1.37945 1.90363 0.70230 0.049 -0.105 -0.116
H -0.80691 1.83636 -0.97189 -0.014 -0.023 0.152
```
Positions in Å, forces in eV/Å.

Output
Maximum force (eV/Å): 0.37
Relative energy (zero: lowest compared OMol25 entry of this formula, charge and spin) (kcal per mole): 22.2
Orbital gap (eV): 10.70
Multiplicity: 1
Energy (eV): -8868.248
Structure (SMILES): [H]/N=C1/CCCCO1

Löwdin population analysis, charges in e, atoms 1 to 2: N 0.150; C -0.455



An isolated molecule of C5H9NO. Source: the OMol25 dataset; level of theory: ωB97M-V with the def2-TZVPD basis set.

XYZ file:
```
16
Properties=species:S:1:pos:R:3:forces:R:3
C -0.29649 1.04838 -1.37611 -0.063 0.165 -0.257
C 0.09839 -0.48135 0.34022 -0.002 0.057 0.148
C -1.05763 -0.20492 1.29765 0.196 -0.267 0.146
C -0.28494 -0.48205 -1.10986 0.171 0.134 0.069
N 1.60001 -1.26412 0.53707 -0.003 0.194 0.029
C 1.40955 0.04465 0.67617 0.090 0.332 0.087
O 1.94932 1.04594 1.08695 0.089 -0.107 -0.111
H 0.24913 1.58480 -0.59088 -0.119 -0.108 -0.198
H -1.30039 1.47609 -1.37299 0.037 -0.106 -0.347
H 0.24732 1.27461 -2.28997 -0.349 0.112 -0.249
H -2.00124 -0.06988 0.74252 0.472 -0.201 0.115
H -0.87372 0.71938 1.86391 0.079 -0.351 -0.076
H -1.18727 -1.03349 1.99056 -0.078 0.017 0.133
H -1.25235 -0.97172 -1.30295 0.265 0.252 0.174
H 0.46605 -1.00708 -1.70486 -0.020 0.274 0.095
H 2.26974 -1.70273 1.17482 -0.764 -0.399 0.241
```
Positions in Å, forces in eV/Å.

Output
Maximum force (eV/Å): 0.89
Relative energy (zero: lowest compared OMol25 entry of this formula, charge and spin) (kcal per mole): 67.9
Orbital gap (eV): 10.33
Multiplicity: 1
Energy (eV): -8866.267
Structure (SMILES): CC[C@@]1(C)NC1=O

Löwdin population analysis, charges in e, atoms 1 to 2: C -0.069; C -0.277



A cluster of 2 separate species, C5H9NO in total. Source: the OMol25 dataset; level of theory: ωB97M-V with the def2-TZVPD basis set.

XYZ file:
```
16
Properties=species:S:1:pos:R:3:forces:R:3
C -0.53097 -2.54554 1.48904 0.353 0.014 0.163
C -0.02258 -1.20619 0.99426 -0.761 0.657 0.543
O -0.08591 -0.19666 1.69961 0.095 -0.741 0.064
N 0.38255 -1.13989 -0.28440 0.869 2.660 -0.695
H 0.74726 1.33919 0.68941 0.177 0.326 -0.798
H 0.39686 -1.98457 -0.83163 0.174 0.340 -0.251
H -1.55259 -2.69698 1.14425 -0.017 0.001 -0.069
H 0.09517 -3.36354 1.13815 -0.044 -0.108 -0.120
H -0.52716 -2.55554 2.57657 -0.027 0.100 -0.038
C 1.06060 1.60748 -0.34870 0.004 1.638 1.654
C -0.71833 2.79525 -1.82086 -0.283 0.325 -0.253
C 0.21331 2.28878 -1.08151 0.264 -0.775 -0.029
H -1.46256 2.17178 -2.29721 0.253 -0.166 -0.343
H 2.13213 1.68927 -0.47364 0.080 -0.577 -0.684
H 0.67526 -0.06353 -0.61399 -0.962 -3.815 0.496
H -0.80304 3.86069 -1.97935 -0.175 0.121 0.360
```
Positions in Å, forces in eV/Å.

Output
Maximum force (eV/Å): 3.97
Relative energy (zero: lowest compared OMol25 entry of this formula, charge and spin) (kcal per mole): 66.5
Orbital gap (eV): 10.28
Multiplicity: 1
Energy (eV): -8866.331
Structure (SMILES): CC(N)=O.C=C=C

Löwdin population analysis, charges in e, atoms 1 to 2: C -0.015; C -0.606



An isolated molecule of C5H9NO. Source: the OMol25 dataset; level of theory: ωB97M-V with the def2-TZVPD basis set.

XYZ file:
```
16
Properties=species:S:1:pos:R:3:forces:R:3
C 1.35469 -1.68249 0.05454 0.148 -0.082 0.106
N -0.01013 -1.30466 -0.32008 -0.007 0.000 0.122
C -0.08197 -0.68121 -1.66807 -0.004 -0.039 -0.317
C -0.21853 0.08469 -0.44209 -0.085 0.222 0.040
C -0.58333 1.15990 0.23778 -0.031 -0.408 0.035
O -0.73096 2.39033 -0.35295 0.022 -0.005 -0.167
C -0.99105 1.16256 1.67661 -0.024 -0.066 -0.103
H 1.53546 -2.72070 -0.24226 -0.055 0.159 0.031
H 1.47838 -1.60813 1.13866 -0.083 -0.009 -0.134
H 2.11250 -1.03966 -0.42347 -0.133 -0.060 0.105
H 0.83526 -0.66446 -2.25747 -0.082 0.074 0.160
H -0.97997 -0.93791 -2.22804 0.153 0.082 0.035
H -0.37073 2.33768 -1.24753 -0.101 0.048 0.072
H -0.32695 1.77763 2.29005 -0.077 -0.070 -0.027
H -2.00467 1.59198 1.72840 0.321 -0.134 0.075
H -1.01799 0.13446 2.05592 0.038 0.287 -0.033
```
Positions in Å, forces in eV/Å.

Output
Maximum force (eV/Å): 0.41
Relative energy (zero: lowest compared OMol25 entry of this formula, charge and spin) (kcal per mole): 69.7
Orbital gap (eV): 8.93
Multiplicity: 1
Energy (eV): -8866.189
Structure (SMILES): C/C(O)=C1/CN1C

Löwdin population analysis, charges in e, atoms 1 to 2: C -0.100; N -0.086



An isolated molecule of C5H9NO. Source: the OMol25 dataset; level of theory: ωB97M-V with the def2-TZVPD basis set.

XYZ file:
```
16
Properties=species:S:1:pos:R:3:forces:R:3
C -2.31877 0.57827 -0.24920 -0.190 0.037 -0.071
N -1.11914 -0.16988 0.12763 0.033 0.117 0.088
C -0.50431 0.37380 1.33917 0.023 -0.294 0.221
C 0.05472 0.65903 -0.10896 0.246 0.101 -0.289
C 1.25782 -0.03460 -0.15781 -0.083 -0.106 0.000
O 2.40792 0.63745 -0.19823 -0.144 0.122 0.017
C 1.43157 -1.51229 -0.21254 -0.029 0.002 0.059
H -3.18817 0.07120 0.17698 0.128 0.066 -0.058
H -2.41972 0.59005 -1.34028 -0.002 -0.017 0.145
H -2.29935 1.60861 0.14067 0.022 -0.143 -0.054
H 2.22186 1.58747 -0.12997 0.098 -0.107 -0.050
H 0.04785 -0.44270 1.84596 -0.054 0.136 -0.104
H -0.01840 1.68346 -0.47755 0.005 -0.146 0.089
H 2.30456 -1.81573 0.37157 -0.149 0.049 -0.040
H 0.52863 -2.01630 0.12947 0.094 0.104 -0.074
H 1.61292 -1.79784 -1.25691 0.002 0.079 0.121
```
Positions in Å, forces in eV/Å.

Output
Maximum force (eV/Å): 0.39
Relative energy (zero: lowest compared OMol25 entry of this formula, charge and spin) (kcal per mole): 117.8
Orbital gap (alpha / beta) (eV): 7.95 / 7.95
Multiplicity: 1
Energy (eV): -8864.106

Löwdin population analysis, charges in e, atoms 1 to 2: C -0.123; N -0.184



An isolated molecule of C5H9NO. Source: the OMol25 dataset; level of theory: ωB97M-V with the def2-TZVPD basis set.

XYZ file:
```
16
Properties=species:S:1:pos:R:3:forces:R:3
C 1.51797 0.67068 -0.03919 0.084 0.024 -0.015
C 0.17323 -0.01631 0.10781 0.194 -0.026 0.002
C 0.18995 -1.23922 1.02150 0.025 -0.071 0.047
C -1.09280 0.87175 0.24718 -0.105 0.092 0.100
N -1.64430 0.13451 -0.91962 -0.018 0.080 -0.160
C -0.42686 -0.40834 -1.24262 0.155 -0.199 -0.284
O 0.01346 -0.93459 -2.23456 -0.306 0.078 0.282
H 2.11227 0.10183 -0.76179 0.049 0.075 0.162
H 2.06546 0.72585 0.90659 -0.088 0.018 -0.094
H 1.39439 1.68438 -0.43409 0.084 -0.131 0.035
H 0.52577 -0.99828 2.03531 -0.021 0.063 -0.134
H 0.86705 -1.99066 0.60359 -0.017 0.081 0.093
H -0.80459 -1.69494 1.08442 0.124 0.105 -0.009
H -1.63766 0.80038 1.19612 -0.115 -0.183 -0.348
H -0.89258 1.92780 0.02656 -0.033 -0.203 0.032
H -2.36076 0.36515 -1.59721 -0.012 0.198 0.291
```
Positions in Å, forces in eV/Å.

Output
Maximum force (eV/Å): 0.42
Relative energy (zero: lowest compared OMol25 entry of this formula, charge and spin) (kcal per mole): 19.0
Orbital gap (eV): 10.49
Multiplicity: 1
Energy (eV): -8868.390
Structure (SMILES): CC1(C)CNC1=O

Löwdin population analysis, charges in e, atoms 1 to 2: C -0.027; C -0.457



An isolated molecule of C5H9NO. Source: the OMol25 dataset; level of theory: ωB97M-V with the def2-TZVPD basis set.

XYZ file:
```
16
Properties=species:S:1:pos:R:3:forces:R:3
C -0.81084 1.64261 -1.13879 -0.024 0.034 -0.003
C 0.19264 0.49851 -1.11177 -0.015 0.068 -0.128
C 1.03770 0.39319 0.18579 0.134 0.131 0.064
N 0.29136 -0.81786 0.50219 -0.140 -0.102 -0.058
C 0.17065 -1.59374 1.70482 -0.004 -0.103 0.096
C -0.45705 -0.81360 -0.64177 -0.151 -0.151 0.018
O -1.32809 -1.54913 -1.04271 0.261 0.229 0.128
H -1.36823 1.66932 -0.19488 0.058 0.021 -0.127
H -1.53382 1.49972 -1.94748 0.118 0.039 0.098
H -0.31795 2.61102 -1.26935 -0.050 -0.130 -0.030
H 0.76057 0.41824 -2.04325 -0.085 -0.003 0.140
H 2.11237 0.22503 0.04997 -0.144 0.046 -0.012
H 0.88053 1.21323 0.89830 -0.002 -0.108 -0.087
H -0.72367 -2.21467 1.60773 0.126 0.053 0.036
H 1.03689 -2.24482 1.86521 -0.083 0.075 -0.013
H 0.05693 -0.93705 2.57597 0.001 -0.099 -0.123
```
Positions in Å, forces in eV/Å.

Output
Maximum force (eV/Å): 0.37
Relative energy (zero: lowest compared OMol25 entry of this formula, charge and spin) (kcal per mole): 21.3
Orbital gap (eV): 10.25
Multiplicity: 1
Energy (eV): -8868.289
Structure (SMILES): C[C@H]1CN(C)C1=O

Löwdin population analysis, charges in e, atoms 1 to 2: C -0.062; C -0.232



A structure of composition C5H9NO. Source: the OMol25 dataset; level of theory: ωB97M-V with the def2-TZVPD basis set.

XYZ file:
```
16
Properties=species:S:1:pos:R:3:forces:R:3
C 2.17582 -0.22076 0.24969 0.058 -0.068 -0.090
C 0.95832 0.70674 0.32631 -0.037 0.093 0.042
C 0.00465 0.79353 -0.83378 0.347 0.014 -0.028
O -0.76878 -0.85532 -0.80050 0.058 0.033 0.218
C -2.09168 -0.51841 -0.38370 -0.253 -0.110 -0.048
C -2.16774 0.42237 0.75185 -0.159 0.506 0.766
N -2.36829 1.09471 1.67208 0.207 -0.758 -0.874
H 2.70530 -0.07325 -0.69812 -0.043 -0.033 0.143
H 2.87902 -0.03083 1.06838 -0.104 -0.058 -0.093
H 1.90095 -1.28429 0.30749 0.016 0.155 -0.015
H 1.30206 1.75133 0.38524 0.017 -0.055 -0.016
H 0.41626 0.55680 1.27238 0.081 0.076 -0.163
H 0.56891 0.59433 -1.76166 -0.009 0.004 0.108
H -0.33873 -1.46694 -0.17863 -0.141 0.208 -0.020
H -2.63010 -1.43586 -0.13047 -0.028 0.076 -0.032
H -2.54597 -0.03416 -1.24656 -0.010 -0.081 0.102
```
Positions in Å, forces in eV/Å.

Output
Maximum force (eV/Å): 1.18
Relative energy (zero: lowest compared OMol25 entry of this formula, charge and spin) (kcal per mole): 126.6
Orbital gap (eV): 8.07
Multiplicity: 1
Energy (eV): -8863.725

Löwdin population analysis, charges in e, atoms 1 to 2: C -0.122; C -0.356



An isolated molecule of C5H9NO. Source: the OMol25 dataset; level of theory: ωB97M-V with the def2-TZVPD basis set.

XYZ file:
```
16
Properties=species:S:1:pos:R:3:forces:R:3
C -1.24574 -0.81498 1.15789 0.034 0.140 -0.275
C -0.65802 -0.81511 -0.24576 -0.067 -0.530 0.328
N -0.46839 -1.95167 -0.78570 -0.003 0.335 -0.108
O 2.09392 0.00380 1.29088 0.041 0.332 -0.394
C 1.83484 0.45411 0.20269 -0.160 -0.204 0.110
C 0.67624 1.37794 -0.09429 0.016 -0.045 0.177
C -0.35993 0.53020 -0.87670 -0.001 0.163 -0.209
H -0.44867 -0.95011 1.90411 -0.198 0.118 -0.234
H -1.76654 0.13069 1.35778 0.084 -0.249 0.086
H -1.94201 -1.65770 1.23265 0.175 0.240 0.075
H -0.06370 -1.88619 -1.72347 -0.036 0.176 0.134
H 2.36762 0.09993 -0.70868 0.145 0.067 0.187
H 0.27547 1.78077 0.84155 0.017 -0.195 -0.116
H 1.00381 2.22408 -0.71770 -0.068 -0.284 0.118
H -1.30453 1.08461 -0.93234 0.154 0.010 -0.061
H 0.00564 0.38964 -1.90293 -0.131 -0.076 0.183
```
Positions in Å, forces in eV/Å.

Output
Maximum force (eV/Å): 0.63
Relative energy (zero: lowest compared OMol25 entry of this formula, charge and spin) (kcal per mole): 32.1
Orbital gap (eV): 10.62
Multiplicity: 1
Energy (eV): -8867.821
Structure (SMILES): [H]/N=C(/C)CCC=O

Löwdin population analysis, charges in e, atoms 1 to 2: C -0.043; C -0.450



An isolated molecule of C5H9NO. Source: the OMol25 dataset; level of theory: ωB97M-V with the def2-TZVPD basis set.

XYZ file:
```
16
Properties=species:S:1:pos:R:3:forces:R:3
C 0.28028 -0.51617 1.05039 0.548 0.327 -2.795
C -0.04122 -0.18580 2.25520 1.934 -1.456 0.226
C 1.28942 -1.02209 0.08827 -0.633 0.496 -0.848
C 0.57476 -1.25702 -1.38105 0.624 -0.027 2.264
C -1.30642 1.71424 -0.82963 -1.747 -0.551 0.071
N -1.06782 0.29977 -0.89700 0.787 -1.467 1.061
O 0.03427 -0.02536 -1.69574 -1.201 1.398 -0.325
H -0.96497 0.27160 2.37825 -1.484 0.854 0.945
H 0.65197 -0.52950 3.05501 -0.789 0.588 -0.064
H 2.09553 -0.23593 -0.07451 -0.909 -1.084 0.256
H 1.70142 -1.96654 0.44588 0.222 0.003 -0.099
H 1.27512 -1.47104 -2.15177 1.033 0.132 -0.460
H -0.06065 -2.15250 -1.38450 -0.642 0.633 0.417
H -1.97881 1.97878 0.00255 0.503 -0.577 0.000
H -0.56604 2.41833 -0.91285 2.992 1.155 0.673
H -1.83883 2.08783 -1.67204 -1.237 -0.423 -1.321
```
Positions in Å, forces in eV/Å.

Output
Maximum force (eV/Å): 3.28
Relative energy (zero: lowest compared OMol25 entry of this formula, charge and spin) (kcal per mole): 164.0
Orbital gap (alpha / beta) (eV): 8.17 / 8.95
Multiplicity: 1
Energy (eV): -8862.101

Löwdin population analysis, charges in e, atoms 1 to 2: C -0.080; C -0.021